--- a ---
Density functional theory data (wB97M-V/def2-TZVPD) for an isolated ion of composition C6H12N and charge +1.

Summary:
total charge	+1

Element x y z (Å)
C: 2.145 0.616 1.970
C: 1.518 0.546 0.742
C: 0.542 -0.445 0.513
C: 1.011 -1.745 0.429
C: -0.874 -0.059 0.398
C: -1.365 0.761 -0.772
N: -1.257 0.146 -2.105
H: 1.655 0.026 2.812
H: 2.653 1.425 2.307
H: 1.796 1.187 0.023
H: 0.230 -2.525 0.205
H: 1.999 -2.227 0.651
H: -1.702 -0.848 0.351
H: -1.245 0.363 1.384
H: -0.785 1.790 -0.877
H: -2.606 0.947 -0.735
H: -0.353 0.362 -2.543
H: -2.005 0.562 -2.887
H: -1.357 -0.880 -1.865

---

--- b ---
Density functional theory data (wB97M-V/def2-TZVPD) for an isolated ion of composition C6H12N and charge +1.

Summary:
total charge	+1

Element x y z (Å)
C: 2.828 -0.097 0.503
C: 1.970 0.432 -0.423
N: 0.962 -0.513 -0.939
C: -0.160 -0.886 0.225
C: -1.296 0.158 0.395
C: -0.961 1.498 0.832
C: -2.611 -0.237 -0.372
H: 2.498 -0.887 1.079
H: 3.479 0.578 1.090
H: 2.234 1.140 -1.152
H: 1.496 -1.379 -1.058
H: 0.581 -0.299 -1.868
H: 0.460 -0.719 1.102
H: -0.614 -1.766 -0.040
H: -1.443 2.305 0.504
H: -0.525 1.541 1.830
H: -2.550 -0.979 -1.227
H: -3.083 0.669 -0.880
H: -3.265 -0.559 0.401

---

--- c ---
Density functional theory data (wB97M-V/def2-TZVPD) for an isolated ion of composition C6H12N and charge +1.

Summary:
total charge	+1

Element x y z (Å)
C: -1.779 0.453 0.026
C: -0.442 -0.179 -0.226
C: -0.547 -1.378 -1.156
C: 0.277 -0.529 1.350
C: 1.484 -0.110 1.331
C: 1.817 0.627 0.122
N: 0.490 0.882 -0.575
H: -2.090 1.188 -0.760
H: -1.560 0.983 0.968
H: -2.552 -0.284 0.310
H: 0.411 -1.700 -1.597
H: -1.286 -1.171 -1.923
H: -0.952 -2.168 -0.624
H: -0.412 -0.888 2.117
H: 2.063 0.020 2.248
H: 2.149 1.571 0.473
H: 2.460 0.088 -0.577
H: -0.048 1.577 -0.015
H: 0.516 1.018 -1.492

---

Relative energy table, unit eV: a 1.756; b 2.368; c 0.000

---

--- a ---
Density functional theory data (wB97M-V/def2-TZVPD) for a 2-piece molecular cluster, C6H12N overall.

Summary:
total charge	+1

Element x y z (Å)
C: -2.043 0.554 -0.332
C: -1.214 -0.159 -1.091
C: -0.205 0.414 -1.974
C: 0.684 -0.342 -2.614
H: -1.993 1.638 -0.314
H: -2.831 0.066 0.224
H: -1.325 -1.241 -1.072
H: -0.173 1.493 -2.085
H: 1.404 0.074 -3.304
H: 0.672 -1.423 -2.516
C: 0.641 -1.204 1.918
C: 0.957 1.057 1.091
N: 0.765 0.249 2.047
H: -0.172 -1.539 2.555
H: 1.558 -1.669 2.275
H: 0.450 -1.433 0.876
H: 1.064 0.700 0.069
H: 1.063 2.123 1.266
H: 0.696 0.643 2.983

---

--- b ---
Density functional theory data (wB97M-V/def2-TZVPD) for a 2-piece molecular cluster, C6H12N overall.

Summary:
total charge	+1

Element x y z (Å)
C: 1.546 0.908 -0.887
C: 2.402 0.421 -0.178
C: -2.047 -1.830 -0.291
C: -1.335 -0.930 0.337
C: 3.251 -0.278 0.754
C: -1.308 1.569 0.547
N: -0.997 0.281 -0.249
H: 1.004 1.578 -1.625
H: -2.326 -2.730 0.184
H: -2.615 -1.653 -1.189
H: -0.693 -1.257 1.140
H: 3.628 -1.228 0.256
H: 2.528 -0.353 1.655
H: 4.075 0.469 1.006
H: -0.481 1.538 1.269
H: -1.317 2.289 -0.247
H: -2.282 1.402 0.993
H: 0.094 0.435 -0.398
H: -1.554 0.324 -1.114

---

--- c ---
Density functional theory data (wB97M-V/def2-TZVPD) for an isolated ion of composition C6H12N and charge +1.

Summary:
total charge	+1

Element x y z (Å)
C: 1.193 0.623 2.539
C: 0.789 0.078 1.362
C: -0.134 0.586 0.359
C: -1.402 0.923 0.624
C: 0.482 0.488 -1.028
C: 0.395 -0.951 -1.517
N: -1.091 -1.269 -1.609
H: 1.121 1.725 2.658
H: 2.137 0.318 2.977
H: 1.445 -0.729 1.045
H: -2.096 1.315 -0.100
H: -1.823 0.762 1.622
H: -0.011 1.191 -1.686
H: 1.545 0.870 -1.145
H: 0.994 -1.663 -0.921
H: 1.071 -1.163 -2.399
H: -1.662 -0.435 -1.920
H: -1.417 -1.422 -0.624
H: -1.350 -2.146 -2.074

---

--- d ---
Density functional theory data (wB97M-V/def2-TZVPD) for an isolated ion of composition C6H12N and charge +1.

Summary:
total charge	+1

Element x y z (Å)
C: 1.806 1.512 -0.062
C: 0.493 1.374 -0.208
C: -0.382 0.231 0.181
N: 0.088 -1.044 0.685
C: 1.099 -1.613 -0.286
C: -1.621 -0.028 -0.722
C: -1.817 0.650 0.588
H: 2.194 2.466 -0.392
H: 2.389 0.911 0.561
H: 0.027 2.114 -0.636
H: 0.629 -0.856 1.519
H: -0.838 -1.472 0.844
H: 0.448 -1.837 -1.159
H: 2.023 -1.107 -0.565
H: 1.459 -2.657 -0.105
H: -1.850 -0.995 -0.792
H: -1.838 0.651 -1.654
H: -2.106 1.633 0.716
H: -2.205 0.067 1.487

---

Relative energy table, unit eV: a 0.000; b 1.820; c 0.376; d 1.282

---

--- a ---
Density functional theory data (wB97M-V/def2-TZVPD) for a 2-piece molecular cluster, C4H14N2O overall.

Summary:
total charge	0

Element x y z (Å)
C: -0.963 2.473 0.393
N: -0.788 1.149 -0.285
C: 0.185 0.913 -1.370
C: 1.000 -0.396 -1.280
N: 1.874 -0.511 -0.145
C: 1.267 -0.518 1.311
H: -0.032 2.863 0.992
H: -1.134 3.078 -0.463
H: -1.690 2.419 1.122
H: -1.664 0.894 -0.718
H: 0.953 1.701 -1.562
H: -0.368 0.739 -2.318
H: 1.622 -0.491 -2.145
H: 0.317 -1.256 -1.406
H: 2.526 0.175 -0.048
H: 0.715 0.313 1.516
H: 2.083 -0.835 1.953
H: 0.607 -1.389 1.372
O: -2.472 -3.632 0.847
H: -2.135 -4.536 0.828
H: -1.901 -3.152 1.404

---

--- b ---
Density functional theory data (wB97M-V/def2-TZVPD) for a 2-piece molecular cluster, C4H14N2O overall.

Summary:
total charge	0

Element x y z (Å)
N: -0.254 -0.894 -2.497
C: -1.141 -0.525 -1.410
C: -0.558 -0.495 -0.003
C: -0.865 0.597 0.875
C: -0.572 1.852 0.021
N: 0.796 1.918 -0.494
H: 0.668 -0.453 -2.434
H: -0.026 -1.917 -2.223
H: -1.509 0.427 -1.774
H: -1.889 -1.231 -1.554
H: 0.544 -0.574 -0.194
H: -1.025 -1.424 0.520
H: -1.801 0.599 1.317
H: -0.134 0.480 1.652
H: -0.930 2.750 0.516
H: -1.350 1.912 -0.783
H: 1.532 2.143 0.214
H: 0.833 2.716 -1.087
O: 2.758 -2.770 3.431
H: 2.124 -3.242 2.749
H: 2.798 -1.870 3.157

---

Relative energy table, unit eV: a 0.439; b 0.000